[1]
Molecular formula: C21H29BrN3O2PdSSbSe4
Method: DFT, the ωB97M-V functional and the def2-TZVPD basis

Last column: natural (NBO) charge in e.
Cartesian coordinates (Å):
Pd 0.87968 -1.31189 1.30835  0.442
O -3.26459 -0.59421 6.55230  -0.676
C -2.77958 -0.75759 5.28508  0.333
C -1.84667 -1.73275 4.97219  -0.319
C -1.39364 -1.81015 3.66925  0.094
N -1.81167 -0.98379 2.71112  -0.478
C -2.68456 -0.07191 3.03943  0.188
Br -3.20201 1.14017 1.65098  0.002
C -3.23476 0.10332 4.29794  -0.354
H -2.74501 -1.15033 7.14221  0.482
H -1.41993 -2.37960 5.72880  0.242
H -0.63186 -2.52651 3.38568  0.244
H -3.94070 0.88948 4.52028  0.227
Se 1.56675 -2.24484 5.71796  -0.867
Sb 2.69959 -1.54936 3.67706  1.046
Se 1.67442 0.59452 2.71760  -0.731
Se 5.10120 -1.23625 3.59891  -0.812
Se 2.15069 -3.26959 1.89992  -0.454
C -3.43542 -3.13925 0.09828  -0.408
N -2.74201 -2.34956 -0.89342  -0.460
C -3.47257 -1.24317 -1.48856  -0.229
C -2.33797 -0.45425 -2.13235  -0.236
N -1.14317 -0.82896 -1.36749  -0.608
C -1.42381 -1.92063 -0.72875  0.311
S -0.32991 -2.92125 0.18425  -0.213
H -4.16680 -3.79257 -0.38473  0.175
H -3.96083 -2.49488 0.81666  0.179
H -2.71810 -3.74538 0.64433  0.244
H -3.97325 -0.66124 -0.70081  0.179
H -4.22538 -1.59074 -2.19992  0.181
H -2.50985 0.62038 -2.12011  0.198
H -2.19733 -0.75913 -3.17744  0.173
H 0.28087 0.12600 -1.20484  0.530
C 1.99195 -1.73942 -2.60015  -0.600
C 3.05691 -0.63984 -2.53650  -0.230
C 3.79482 -0.67714 -1.19127  -0.605
C 2.54233 0.75769 -2.82759  -0.033
C 3.07731 1.47767 -3.89256  -0.213
C 2.70945 2.79220 -4.14174  -0.253
C 1.82682 3.42058 -3.27737  -0.219
C 1.27596 2.74535 -2.19146  -0.045
C 0.45492 3.51628 -1.17358  -0.226
C 1.13895 3.52407 0.19743  -0.602
C -0.99324 3.04510 -1.04654  -0.605
C 1.59214 1.38977 -2.01201  0.309
O 1.05166 0.72463 -0.96258  -0.778
H 2.47602 -2.71824 -2.58680  0.200
H 1.38114 -1.66433 -3.50416  0.189
H 1.33280 -1.70388 -1.73440  0.237
H 3.78781 -0.84576 -3.32814  0.177
H 3.12032 -0.44449 -0.36751  0.246
H 4.61984 0.03877 -1.17388  0.197
H 4.19761 -1.67314 -1.00053  0.211
H 3.80413 0.98894 -4.53407  0.192
H 3.12999 3.32972 -4.98409  0.191
H 1.57644 4.46693 -3.42392  0.190
H 0.43370 4.55063 -1.53762  0.178
H 1.17842 2.52105 0.62247  0.253
H 0.59046 4.17104 0.88847  0.191
H 2.16274 3.89636 0.11860  0.201
H -1.03226 2.04003 -0.62657  0.236
H -1.49594 3.04637 -2.01764  0.190
H -1.54501 3.70900 -0.37447  0.195

Results
Kohn-Sham gap ... 5.59 eV
Relative energy (zero: lowest compared OMol25 entry of this formula, charge and spin) ... 0.00 kJ/mol
Multiplicity ... 1
Total charge ... -2
Total energy ... -14078.6142 hartree

[2]
Molecular formula: C21H29CeCl2O4
Method: DFT, the ωB97M-V functional and the def2-TZVPD basis

Last column: Mulliken charge in e.
Cartesian coordinates (Å):
O 2.23927 -0.79809 -0.85065  -0.150
C 2.52600 -2.17648 -1.43159  -0.623
C 4.02040 -2.15588 -1.43799  -1.090
H 2.07074 -2.21385 -2.43127  0.241
H 2.19017 -3.03149 -0.82908  0.487
C 3.69731 -0.71485 -1.02537  1.725
H 4.49922 -2.28144 -2.41284  0.377
H 4.55709 -2.68687 -0.65640  0.336
C 4.12535 0.12104 -2.21193  -1.713
H 3.48652 -0.12162 -3.08164  0.377
H 5.14865 -0.17487 -2.49044  0.405
H 4.13084 1.18793 -1.96688  0.331
C 4.38223 -0.43595 0.29839  -1.712
H 3.87067 -1.00913 1.09616  0.327
H 4.37377 0.64683 0.48180  0.362
H 5.42566 -0.78524 0.25127  0.395
Ce -0.41859 1.62941 0.36258  0.717
C -1.67441 2.64509 2.95436  -0.716
C -2.68883 1.79623 2.43004  -0.437
C -2.22855 0.45207 2.50314  -0.265
H -3.67608 2.11755 2.11597  0.743
C -0.88423 0.47141 2.98905  -0.864
C -0.53934 1.83251 3.26255  -0.839
H 0.39310 2.18871 3.69030  0.558
H -1.78857 3.69600 3.18638  0.609
H -2.83408 -0.43045 2.32757  0.530
H -0.24278 -0.40109 3.14507  0.588
C -1.34616 3.93230 0.34931  -0.222
C 0.01100 3.97994 0.78007  -0.547
C 0.84931 3.62919 -0.33865  -0.510
H 0.33809 4.13942 1.80961  0.644
C -0.01991 3.32754 -1.44858  -0.787
C -1.36487 3.53025 -1.02011  -0.539
H -2.26343 3.45311 -1.62468  0.658
H -2.22494 4.22016 0.91626  0.646
H 1.91746 3.47317 -0.29514  0.615
H 0.26042 2.89339 -2.40404  0.612
O -0.02976 -3.10635 -1.29857  -0.346
C -0.14762 -2.35129 -0.06149  0.454
C -1.13055 -2.95250 0.94332  -0.203
H -0.43539 -1.28409 -0.29105  -0.522
H 0.82826 -2.28001 0.44591  0.352
C -1.49558 -4.25783 0.17027  -0.722
H -1.99933 -2.28928 1.08820  -0.130
H -0.58720 -3.17108 1.88534  0.309
C -1.09949 -4.03215 -1.32995  -0.508
H -2.52615 -4.58777 0.29268  0.432
H -0.83417 -5.04626 0.60520  0.239
H -1.96774 -3.64261 -1.90477  0.264
H -0.69817 -4.96656 -1.78690  0.321
Cl -4.99924 0.05855 0.64334  -0.108
C -4.61116 1.22043 -0.64096  0.297
Cl -4.59051 2.93653 -0.08487  -0.135
C -3.23390 0.93932 -1.27490  0.170
O -3.19944 0.97046 -2.49465  -0.555
O -2.19085 0.73731 -0.46890  -0.304
H -5.37048 1.15922 -1.42985  0.426

Results
Kohn-Sham gap (alpha / beta) ... 6.52 / 6.59 eV
Relative energy (zero: lowest compared OMol25 entry of this formula, charge and spin) ... 56.29 kJ/mol
Multiplicity ... 1
Total charge ... +1
Total energy ... -2513.7009 hartree

[3]
Molecular formula: C21H29ClF7IN5O10PS3
Method: DFT, the ωB97M-V functional and the def2-TZVPD basis

Last column: Mulliken charge in e.
Cartesian coordinates (Å):
C 1.05913 0.40174 2.16476  -1.481
C 0.79198 1.46654 1.09377  -1.609
C -0.20453 1.25347 -0.07021  2.069
C -0.30088 2.63771 -0.72685  -1.459
C -1.34192 2.92792 -1.74565  -0.527
O -2.25125 2.18276 -2.00663  -0.284
C -1.50974 0.73511 0.61659  -2.690
I -2.57306 2.33232 1.58273  0.199
N -2.31791 -0.21524 -0.14911  1.560
C -3.74772 -0.48620 0.04261  -0.642
C -4.77439 0.63419 0.05969  -0.123
O -5.42707 0.92637 1.00284  -0.420
Cl -5.10613 1.27839 -1.53082  -0.150
C -1.51594 -1.30061 -0.55879  -0.745
F -0.64845 -1.69702 0.51583  -0.359
P -2.43123 -2.95717 -0.74769  -0.030
S -3.45486 -3.39963 -2.32889  -0.296
C -0.57467 -0.92672 -1.75699  2.359
C -1.52319 -0.53711 -2.93323  -0.768
C -1.39341 0.55203 -3.98185  -1.985
O -0.42865 0.12982 -4.96536  -0.283
C -0.11599 1.10039 -5.87309  0.043
O -0.66626 1.23245 -6.91986  -0.452
C 0.20050 -2.21740 -2.11358  -1.974
C 1.12518 -2.30079 -3.32559  -0.277
O 2.30482 -2.05119 -3.21524  -0.602
N 0.48696 -2.62879 -4.50994  0.387
C -0.04883 -4.00291 -4.56090  -0.967
C 1.33011 -2.35895 -5.67722  -1.080
N 0.39783 0.20584 -1.19780  1.162
C 1.72066 -0.33297 -0.77765  -1.441
O 0.65842 1.10323 -2.35252  -0.257
C 1.76523 0.92639 -3.00631  0.492
N 2.70720 0.77723 -3.64883  -0.516
H 2.08253 0.51363 2.51608  0.210
H 0.45380 0.57147 3.05294  0.323
H 0.92707 -0.63543 1.88795  0.315
H 1.72690 1.86899 0.70818  0.811
H 0.38407 2.31952 1.63314  0.509
H -0.49952 3.33780 0.08650  0.745
H 0.66732 2.97225 -1.09254  0.670
H -1.23168 3.89969 -2.25775  0.365
H -1.18587 0.25368 1.52777  1.391
H -3.97925 -1.06202 0.94007  0.342
H -4.05436 -1.07383 -0.82414  0.559
H -1.37270 -3.81277 -0.46526  0.168
H -3.13597 -2.94406 0.45175  0.230
H -2.52838 -0.42115 -2.53727  0.564
H -1.58198 -1.44603 -3.52764  0.472
H -2.37140 0.63251 -4.45639  0.738
H -1.13664 1.53894 -3.62326  0.541
H 0.72807 1.73306 -5.56140  0.402
H -0.59694 -2.91457 -2.33803  0.598
H 0.73517 -2.60402 -1.25220  0.479
H -0.82329 -4.06666 -5.32097  0.348
H -0.50095 -4.30566 -3.62322  0.364
H 0.74630 -4.70760 -4.81187  0.415
H 1.78260 -1.37853 -5.58041  0.338
H 2.10875 -3.11337 -5.79765  0.355
H 0.69484 -2.35908 -6.56059  0.361
H 2.12098 -0.93731 -1.58606  0.826
H 2.37970 0.50310 -0.59075  0.476
H 1.58275 -0.93571 0.10345  0.228
C 3.99917 1.07147 9.29232  0.659
F 5.27806 0.78907 9.55997  -0.218
F 3.23674 0.08700 9.77045  -0.231
F 3.67362 2.20564 9.91225  -0.229
S 3.81994 1.23057 7.46238  1.013
O 4.14804 -0.06211 6.93357  -0.646
O 4.64872 2.33938 7.09123  -0.642
N 2.26268 1.55137 7.46683  -0.358
S 1.48261 1.79549 6.13139  1.056
O 1.31833 0.62581 5.30393  -0.655
O 1.77506 3.02126 5.43881  -0.692
C -0.17273 2.06640 6.90075  0.648
F -0.17114 3.12930 7.70067  -0.231
F -0.56583 0.99895 7.59855  -0.235
F -1.07381 2.27418 5.92436  -0.232

Results
Kohn-Sham gap ... 6.36 eV
Relative energy (zero: lowest compared OMol25 entry of this formula, charge and spin) ... 0.00 kJ/mol
Multiplicity ... 1
Total energy ... -4836.3387 hartree

[4]
Molecular formula: C21H29F3NO6S2
Method: DFT, the ωB97M-V functional and the def2-TZVPD basis

Last column: natural (NBO) charge in e.
Cartesian coordinates (Å):
C -0.49567 3.47090 1.97785  -0.620
C 0.41715 2.29019 1.87814  -0.074
O 0.07735 1.61828 0.65048  -0.572
C 1.02938 0.72279 0.25952  0.805
C 0.75136 -0.00744 -1.01250  -0.479
C 2.06613 -0.11705 -1.78777  -0.222
C 2.85108 1.21948 -1.77012  -0.415
C 4.18567 1.17289 -2.47221  -0.391
C 5.00258 -0.05654 -2.03983  -0.393
C 4.19957 -1.35636 -2.04771  -0.400
C 2.91679 -1.24029 -1.20893  -0.400
C -0.33196 0.50616 -1.85790  0.740
O -0.18203 0.58541 -3.07924  -0.715
O -1.48726 1.01455 -1.29087  -0.587
C -1.74238 2.30176 -1.89191  -0.063
C -2.78064 3.06228 -1.11970  -0.626
O 2.07164 0.64357 0.89862  -0.709
H -0.34500 3.93714 2.95282  0.199
H -0.24175 4.21422 1.21135  0.203
H -1.54995 3.19380 1.88096  0.205
H 1.46366 2.61636 1.83732  0.201
H 0.29097 1.58015 2.71109  0.177
H 1.80068 -0.34171 -2.83016  0.225
H 2.19343 2.00837 -2.16348  0.199
H 3.08414 1.45519 -0.72650  0.216
H 4.02292 1.17853 -3.55470  0.180
H 4.73504 2.09241 -2.23824  0.187
H 5.87997 -0.12325 -2.69221  0.186
H 5.37105 0.12338 -1.01848  0.190
H 3.88420 -1.59117 -3.07201  0.181
H 4.82320 -2.18312 -1.70008  0.189
H 3.10664 -0.98532 -0.15428  0.235
H 2.33014 -2.17777 -1.22154  0.195
H -0.77875 2.82399 -1.87056  0.181
H -2.04872 2.13818 -2.92889  0.188
H -3.10660 3.91785 -1.71423  0.203
H -3.66011 2.45115 -0.90338  0.201
H -2.36557 3.45426 -0.18538  0.209
C -2.18019 -1.88581 -0.45327  -0.441
N -1.41653 -2.80161 0.34846  -0.795
S -0.41631 -3.81417 -0.70708  0.372
C -1.66921 -5.23411 -0.39109  0.857
F -1.17748 -6.41696 -0.82863  -0.334
F -1.98488 -5.39324 0.91947  -0.315
F -2.80579 -4.94562 -1.07950  -0.338
S -0.41207 -2.37425 1.66194  2.315
C -1.49423 -1.20851 2.44105  -0.362
C -1.90691 -0.11449 1.69118  -0.191
C -2.97932 0.66611 2.10847  -0.228
C -3.42472 0.51474 3.43456  -0.193
C -2.99254 -0.59577 4.18389  -0.239
C -1.94562 -1.41511 3.74273  -0.164
O -0.32344 -3.47772 2.57277  -0.938
O 0.78445 -1.73552 1.19559  -0.885
H -2.66024 -2.44810 -1.25172  0.217
H -2.96130 -1.44104 0.15470  0.211
H -1.54366 -1.13068 -0.91787  0.240
H -1.41565 0.06401 0.74367  0.296
H -3.44619 1.35312 1.39742  0.224
H -4.10840 1.25927 3.85467  0.210
H -3.48533 -0.84961 5.11942  0.209
H -1.47283 -2.18811 4.35384  0.243

Results
Kohn-Sham gap ... 6.36 eV
Relative energy (zero: lowest compared OMol25 entry of this formula, charge and spin) ... 107.40 kJ/mol
Multiplicity ... 1
Total charge ... -1
Total energy ... -2419.7593 hartree

[5]
Molecular formula: C21H29FN2O2
Method: DFT, the ωB97M-V functional and the def2-TZVPD basis

Last column: natural (NBO) charge in e.
Cartesian coordinates (Å):
O 0.42260 -1.76398 0.34418  -0.631
C -0.00372 -1.23598 -0.66025  0.690
N 0.68236 -1.18890 -1.82074  -0.618
H 0.29129 -0.68973 -2.60442  0.391
C 2.04904 -1.64338 -1.95125  -0.223
H 2.27714 -2.20668 -1.04430  0.233
C 3.02297 -0.47358 -2.11226  -0.410
C 3.12403 0.34555 -0.82605  -0.388
C 3.89297 1.66686 -0.94517  -0.216
C 3.18495 2.69936 -1.84764  -0.405
H 2.68189 3.46786 -1.26177  0.213
H 2.42980 2.21130 -2.46463  0.189
C 4.27722 3.28753 -2.74143  -0.400
H 3.88444 3.66669 -3.68426  0.208
H 4.78175 4.10634 -2.22620  0.196
C 5.24703 2.12533 -2.92705  -0.401
H 4.83860 1.40880 -3.64108  0.193
H 6.22415 2.44681 -3.28518  0.211
C 5.31119 1.51012 -1.53065  -0.408
H 6.02252 2.07179 -0.92356  0.205
H 5.63763 0.47204 -1.54570  0.205
H 3.96868 2.07094 0.06846  0.208
H 2.11716 0.57203 -0.46728  0.200
H 3.60248 -0.27117 -0.06221  0.209
H 2.68368 0.15231 -2.94050  0.190
H 4.00034 -0.87573 -2.37922  0.209
H 2.11809 -2.31204 -2.81543  0.195
C -1.36535 -0.53346 -0.73187  -0.309
C -1.14516 0.98250 -0.58191  -0.386
C -1.24000 1.37368 0.89032  -0.509
C -2.66534 1.13853 1.34492  0.696
O -3.33088 1.95909 1.94705  -0.638
N -3.14949 -0.05622 0.93730  -0.439
C -2.26640 -1.06344 0.39656  -0.233
H -2.87517 -1.89048 0.02819  0.221
H -1.60979 -1.45718 1.18565  0.233
C -4.50175 -0.44700 1.28615  -0.240
C -4.50881 -1.38050 2.46843  -0.116
C -4.72315 -2.74408 2.32488  0.398
C -4.69755 -3.61653 3.39646  -0.279
C -4.43828 -3.11385 4.65893  -0.192
C -4.21156 -1.75799 4.83211  -0.223
C -4.24711 -0.90158 3.74675  -0.175
H -4.07115 0.15592 3.87441  0.234
H -4.00835 -1.36704 5.81730  0.217
H -4.41305 -3.78263 5.50557  0.217
H -4.87517 -4.66738 3.23057  0.229
F -4.97156 -3.24645 1.08985  -0.336
H -5.03468 0.47360 1.53897  0.253
H -4.97199 -0.91871 0.41871  0.213
H -0.55645 0.76252 1.48374  0.234
H -0.99362 2.42450 1.04177  0.240
H -1.91202 1.52504 -1.13989  0.215
H -0.17270 1.27029 -0.98793  0.217
H -1.81378 -0.74162 -1.70739  0.215

Results
SMILES string ... O=C(NCCCC1CCCC1)[C@@H]1CCC(=O)N(Cc2ccccc2F)C1
Kohn-Sham gap ... 9.61 eV
Relative energy (zero: lowest compared OMol25 entry of this formula, charge and spin) ... 40.49 kJ/mol
Multiplicity ... 1
Total energy ... -1177.5231 hartree

[6]
Molecular formula: C21H29I2NO4
Method: DFT, the ωB97M-V functional and the def2-TZVPD basis

Last column: natural (NBO) charge in e.
Cartesian coordinates (Å):
C 6.81633 -1.99940 -1.49211  -0.624
C 7.51397 -1.09300 -2.57734  -0.405
C 6.52461 -0.32050 -3.55127  -0.397
C 5.01974 -0.27575 -3.08475  -0.409
C 4.82123 0.84075 -1.96608  -0.413
C 3.42494 1.55992 -2.19524  -0.393
C 2.32907 0.67865 -1.43980  -0.398
C 0.89080 1.15175 -1.93619  -0.412
C 0.09358 -0.10600 -2.48738  -0.453
C -1.29452 -0.36456 -1.82721  0.010
C -1.55219 -0.49004 -0.37934  -0.187
I 0.02374 -0.33220 1.05229  0.220
C -2.93493 -0.76083 0.08977  -0.174
I -3.35107 -0.93167 2.20144  0.204
C -4.05838 -0.92598 -0.83293  -0.207
C -3.81945 -0.82386 -2.25573  -0.128
C -2.44220 -0.53623 -2.69708  -0.141
C -2.57255 -0.50334 -4.24555  0.680
O -1.86426 -0.04525 -5.09427  -0.494
N -3.83982 -1.13636 -4.60770  -0.702
C -4.77035 -0.96947 -3.47894  0.690
O -5.95599 -0.93417 -3.54506  -0.477
H 7.60386 -2.71490 -1.11523  0.211
H 5.99053 -2.64134 -1.88722  0.206
H 6.52038 -1.37722 -0.61294  0.207
H 8.15064 -1.75772 -3.22059  0.203
H 8.14811 -0.35063 -2.03497  0.201
H 6.56357 -0.77488 -4.57151  0.203
H 6.88524 0.74504 -3.61432  0.201
H 4.42835 0.08297 -3.97780  0.201
H 4.58542 -1.26482 -2.80854  0.207
H 5.66142 1.57769 -1.93377  0.207
H 4.75169 0.32312 -0.97127  0.201
H 3.39490 2.61111 -1.81157  0.204
H 3.11125 1.58212 -3.26849  0.192
H 2.56028 -0.38298 -1.70040  0.197
H 2.47540 0.79075 -0.33817  0.210
H 0.30712 1.63469 -1.10643  0.217
H 1.00303 1.91537 -2.74550  0.216
H -0.10970 0.10105 -3.57615  0.255
H 0.68307 -1.06163 -2.47780  0.228
H -5.07123 -1.15884 -0.44702  0.249
H -3.61573 -2.13912 -4.53840  0.392
O -2.69996 -0.27805 6.91684  -0.568
C -3.82604 0.13533 6.99927  0.798
O -4.62812 0.11745 5.91849  -0.513
C -6.02840 0.42006 5.94348  -0.068
C -6.26794 1.91314 5.85499  -0.637
C -4.32895 0.75786 8.27769  -0.744
H -6.50910 -0.03292 6.81306  0.177
H -6.45799 -0.06477 5.06573  0.200
H -5.83730 2.44194 6.70695  0.208
H -7.33715 2.12895 5.82016  0.220
H -5.79655 2.32048 4.95882  0.222
H -3.99053 1.79298 8.32553  0.246
H -3.91147 0.20250 9.11650  0.248
H -5.41039 0.72274 8.39108  0.214

Results
Kohn-Sham gap ... 8.44 eV
Multiplicity ... 1
Total energy ... -1768.6138 hartree